No. 1
Entry from the Open Molecules 2025 dataset: a molecular structure, C36H26AuCl2N6O4 (wB97M-V/def2-TZVPD).

Expectation value of S² = 2.067
E_LUMO (alpha / beta) = -0.148 / -0.187 Eh
Spin multiplicity = 3
Net charge = +1
Energy = -83613.078 eV

Atoms and positions in Å:
C: -0.411 6.280 4.351
Au: 0.504 0.010 -0.230
C: -0.326 0.025 2.952
C: -0.066 -5.141 -1.951
H: -1.239 6.961 4.494
H: -2.734 -1.357 -2.902
C: 0.749 -4.023 -1.966
C: 3.218 -2.204 -0.952
C: 0.195 -2.748 -2.000
C: 2.246 0.392 3.849
H: 1.886 2.579 8.080
C: 2.955 0.404 1.452
C: 1.196 3.245 -0.400
C: 1.781 3.079 7.124
C: 0.845 4.063 6.942
H: 0.481 6.845 4.074
N: -3.686 5.230 0.251
H: 5.040 -0.716 -4.006
H: 5.673 0.515 3.518
N: 1.018 -1.529 -1.986
N: 0.146 2.413 -0.389
C: -1.863 -1.247 -2.266
C: -1.300 4.280 -0.096
C: -1.442 -4.994 -1.988
H: 2.169 2.783 -0.521
C: 4.316 0.394 1.878
H: -1.320 -0.121 2.538
H: 0.746 -0.953 -2.771
O: 2.643 0.498 0.238
C: -1.080 2.915 -0.243
H: -0.366 6.210 -0.008
Cl: 2.276 -0.330 -4.353
H: 1.931 5.256 -0.297
C: 2.515 3.347 4.832
H: 1.819 -4.157 -1.982
C: 0.724 4.694 5.697
H: -0.901 -0.066 5.024
H: 0.382 -6.127 -1.917
C: 1.590 4.352 4.649
N: 3.481 1.622 6.321
C: -0.209 5.144 -0.113
H: -1.901 2.202 -0.230
H: 1.418 0.220 5.836
C: -1.985 -3.725 -2.096
H: 6.332 -1.832 -2.211
C: -1.184 -2.588 -2.121
C: 3.158 -1.100 -3.070
Cl: 2.495 -2.722 0.536
C: 1.059 4.616 -0.269
C: 1.204 0.230 4.776
O: -1.558 -0.182 -0.103
H: -0.660 5.566 3.565
H: 5.149 -2.744 -0.231
C: 2.453 -1.648 -1.993
C: 4.596 -2.286 -1.042
O: -3.586 -0.915 -0.650
C: 3.639 0.616 4.198
H: -1.223 -0.464 -2.681
C: 4.638 0.468 3.202
H: 3.204 3.106 4.031
H: -3.060 -3.596 -2.169
C: -2.634 4.794 0.086
C: 1.923 0.307 2.498
H: 1.548 4.878 3.704
H: -2.088 -5.864 -1.963
O: -0.229 5.617 5.601
N: 0.659 0.130 2.082
H: 0.194 4.382 7.745
H: 5.083 0.370 1.116
C: -2.413 -0.769 -0.918
C: 2.593 2.669 6.057
C: -0.082 0.058 4.330
N: 4.039 0.957 5.440
C: 5.252 -1.768 -2.144
C: 4.536 -1.150 -3.151

Mulliken population analysis, charges in e, atoms 1 to 8: -0.84, 1.89, -0.43, -0.83, 0.29, 0.54, -0.65, 1.01

---

No. 2
Entry from the Open Molecules 2025 dataset: a molecular structure, C36H26CeN6OPS at a distorted geometry (wB97M-V/def2-TZVPD).

Expectation value of S² = 0.751
E_LUMO (alpha / beta) = -0.212 / -0.212 Eh
Spin multiplicity = 2
Net charge = +2
Energy = -81784.781 eV

Atoms and positions in Å:
H: -3.771 -4.609 -1.465
C: 5.848 0.371 0.705
N: -4.080 -5.167 3.536
H: -5.368 5.404 0.529
C: 0.962 3.366 0.319
N: -2.137 -2.211 0.221
C: 1.802 3.662 -1.915
C: -2.391 -2.603 1.488
C: 6.301 -0.915 0.961
C: 1.247 4.194 -0.753
N: -3.135 -3.833 5.395
C: -3.401 -4.067 -0.607
H: -2.380 -2.589 -1.792
C: -2.051 -2.162 3.927
H: -4.268 -5.354 0.872
H: 1.035 5.253 -0.693
P: 2.188 -0.326 -0.964
C: -1.505 -1.378 4.943
H: -0.031 0.913 2.973
H: -3.091 4.483 -2.212
H: 3.650 -2.688 -0.157
H: 2.019 4.311 -2.753
C: 2.091 2.311 -2.005
H: -0.328 0.373 5.362
C: -2.986 2.246 0.862
C: 5.505 -2.009 0.644
C: -0.770 -0.264 4.609
C: -2.622 -2.928 -0.790
C: -3.849 3.309 0.893
O: -0.647 0.251 -2.501
C: 2.348 -1.234 -5.469
C: -2.247 2.788 -1.244
H: 1.039 1.378 1.089
H: 7.275 -1.065 1.406
C: 1.838 1.461 -0.923
N: -4.762 5.209 -0.247
C: -2.846 -3.357 4.190
C: 3.538 -0.749 -3.430
H: 2.363 -1.439 -6.531
C: 4.256 -1.820 0.078
N: -2.188 1.959 -0.184
H: 4.469 -0.572 -2.903
C: -1.832 -1.794 2.601
H: 4.269 1.576 -0.079
H: 2.523 1.912 -2.914
C: -3.671 -4.473 0.679
C: -3.085 3.869 -1.322
H: 0.203 -1.356 -5.335
H: -1.595 2.551 -2.077
H: 6.467 1.225 0.946
C: 2.334 -0.733 -2.736
C: 0.017 -0.843 -2.493
C: 1.248 2.008 0.219
C: -3.379 -4.111 3.140
H: 4.480 -1.057 -5.328
H: 5.860 -3.012 0.841
C: 1.128 -1.191 -4.799
C: 4.602 0.566 0.126
H: -1.661 -1.648 5.980
S: -4.038 -5.147 5.149
Ce: -0.762 -0.136 -0.357
H: 0.517 3.765 1.220
C: 1.135 -0.956 -3.437
C: -3.156 -3.736 1.748
H: -4.465 3.479 1.765
C: 3.799 -0.529 -0.189
C: -0.602 0.038 3.260
H: -2.930 1.582 1.720
N: -1.112 -0.700 2.280
C: 3.541 -1.018 -4.793
C: -3.923 4.159 -0.229
H: -4.830 5.810 -1.049

Mulliken population analysis, charges in e, atoms 1 to 8: 0.46, -0.79, -0.64, 0.20, -0.51, -0.23, -0.67, -0.28

---

No. 3
Entry from the Open Molecules 2025 dataset: a molecular structure, C36H27Br2FeN7O3S at a distorted geometry (wB97M-V/def2-TZVPD).

E_LUMO (alpha / beta) = 0.006 / 0.006 Eh
Energy = -239653.257 eV
Energy above the lowest of the compared OMol25 structures with the same formula, charge and spin = 0.000 eV

Atoms and positions in Å:
C: 2.987 0.322 -2.956
C: 1.555 4.012 1.464
H: -2.405 1.126 -5.739
Br: 4.377 1.141 0.754
N: -1.867 1.464 0.707
N: 0.671 -4.397 0.712
H: -4.644 -1.985 0.873
H: 2.599 3.833 1.666
H: -1.146 5.540 0.929
C: -3.534 -5.168 0.513
C: 1.878 0.372 1.821
H: 4.669 0.982 3.681
H: 2.823 -4.476 0.624
S: 0.521 -0.601 -2.214
C: 0.456 -0.144 5.266
H: -5.487 -4.277 0.664
C: 1.769 0.670 -2.395
C: 1.016 0.079 2.944
H: -1.501 -5.730 0.364
H: 4.925 1.039 -3.520
H: 0.442 -5.355 0.902
C: -2.182 -4.897 0.499
C: -3.895 2.426 0.676
C: -0.233 -3.385 0.605
C: -1.181 -0.501 -6.420
N: 0.682 2.972 1.291
O: -0.571 0.014 -1.367
C: 3.722 2.587 -2.644
Br: 3.463 0.499 6.302
C: 0.300 -1.464 -4.793
O: 1.404 0.309 0.633
N: -2.927 3.391 0.818
C: 2.504 2.909 -2.061
C: -1.720 2.769 0.845
C: -3.225 1.248 0.613
N: -0.270 -0.184 2.588
H: 2.328 3.910 -1.688
C: -0.154 -0.539 -3.866
H: 4.492 3.341 -2.736
C: -3.949 -2.810 0.766
C: 1.936 -3.872 0.570
C: -0.214 -1.435 -6.083
C: -1.129 0.392 -4.186
H: 3.174 -0.696 -3.279
H: 1.231 6.224 1.415
H: -3.595 0.248 0.492
C: -0.484 3.511 1.061
C: 3.966 1.295 -3.089
Fe: -0.495 -0.257 0.654
C: -1.641 0.407 -5.473
C: 3.637 0.724 3.485
C: -4.419 -4.096 0.652
H: 0.735 -0.138 6.311
H: -4.942 2.663 0.631
H: -1.604 -0.581 5.619
C: -0.835 -0.385 4.884
H: -2.176 -0.598 3.171
H: 0.131 -2.152 -6.816
H: 0.576 2.158 -1.438
H: -3.096 4.372 0.945
H: -1.483 1.074 -3.424
C: 3.186 0.701 2.158
N: 0.412 -2.248 0.413
C: 0.903 5.203 1.342
C: 1.438 0.118 4.285
H: 2.489 -1.765 0.242
H: 1.040 -2.203 -4.509
C: 2.797 0.439 4.526
H: -3.894 -6.182 0.411
C: -1.674 -3.599 0.625
C: 1.516 1.946 -1.930
N: -0.408 4.877 1.085
C: 1.756 -2.540 0.382
C: -2.563 -2.499 0.754
O: -2.201 -1.269 0.896
C: -1.172 -0.393 3.520
H: -1.589 -0.486 -7.422

Mulliken population analysis, charges in e, atoms 1 to 8: -0.49, -0.71, 0.40, -0.15, 0.92, -0.06, 0.36, 0.44

---

No. 4
Entry from the Open Molecules 2025 dataset: a molecular structure, C36H27ClI2NNdO4Sb at a distorted geometry (wB97M-V/def2-TZVPD).

Expectation value of S² = 3.754
E_LUMO (alpha / beta) = -0.129 / -0.121 Eh
Spin multiplicity = 4
Net charge = +1
Energy = -97982.250 eV

Atoms and positions in Å:
H: -2.349 4.539 -0.550
H: 1.432 -1.324 4.028
C: -0.473 3.461 -0.512
H: -4.359 -2.522 -3.424
C: -0.347 -0.058 3.843
C: -4.368 -1.313 0.125
C: -5.242 -2.468 -0.203
H: 0.025 4.236 0.165
Cl: 6.134 -1.484 0.165
H: 2.970 -3.151 -4.319
C: -0.095 1.894 2.356
H: 0.327 0.678 -2.375
C: 1.095 1.301 1.938
C: -4.504 -2.169 -2.431
H: 4.459 -3.498 1.225
H: 4.568 3.092 -1.189
O: -0.557 -1.818 0.882
I: -7.563 -4.568 0.449
C: -2.320 2.902 -2.009
C: -4.048 -1.030 1.498
Sb: 2.141 1.666 0.041
C: -5.682 -2.734 2.171
C: -4.054 -0.912 -2.058
C: 0.953 -0.423 3.574
C: 4.292 3.781 -0.346
C: -0.273 1.537 -1.982
I: -4.518 -1.327 4.550
C: 2.261 -3.074 -1.344
H: -1.901 1.243 -3.330
H: 1.603 -2.213 -3.780
C: 4.957 5.009 -0.221
H: 0.082 -4.260 0.055
O: -3.142 -0.032 1.762
O: 0.944 -3.338 -1.782
H: -0.363 2.889 1.996
C: 4.316 -1.982 -1.808
C: 4.757 5.758 0.954
C: -1.754 3.748 -1.034
C: 3.290 3.414 0.560
H: 3.664 5.948 2.767
C: 4.010 -2.989 0.280
H: -3.964 -0.138 -2.825
C: 1.695 0.224 2.594
C: -6.043 -3.074 0.862
C: -4.694 -1.760 2.519
H: 1.930 -3.457 0.757
H: -1.071 -0.669 4.415
O: -1.013 -1.436 -1.256
H: 3.220 -1.417 -4.103
H: -0.959 -4.053 -1.431
N: -3.785 -0.483 -0.818
H: -6.231 -3.337 2.926
C: 3.102 -2.459 -2.245
H: 2.685 -0.202 2.396
C: -0.844 1.114 3.223
C: -5.145 -2.967 -1.501
C: -0.105 -3.583 -0.838
C: 2.996 4.228 1.625
C: 2.658 -3.231 -0.010
C: 2.709 -2.272 -3.708
H: 2.312 3.964 2.463
H: -3.317 3.103 -2.370
C: -0.580 -2.183 -0.333
H: 5.398 6.657 1.084
H: -5.504 -3.934 -1.780
Nd: -1.638 0.302 0.091
C: -1.527 1.875 -2.561
C: 0.168 2.277 -0.906
H: 4.911 -1.526 -2.510
H: 5.627 5.259 -1.022
H: -1.865 1.526 3.298
C: 4.796 -2.186 -0.511
C: 3.711 5.431 1.791

Mulliken population analysis, charges in e, atoms 1 to 8: 0.41, 0.34, -0.07, 0.50, -0.67, 0.24, 0.78, 0.49

---

No. 5
Entry from the Open Molecules 2025 dataset: a molecular structure, C36H28Cl2FMnN8O5S at a distorted geometry (wB97M-V/def2-TZVPD).

Expectation value of S² = 1.174
E_LUMO (alpha / beta) = 0.061 / 0.060 Eh
Spin multiplicity = 2
Net charge = -1
Energy = -129863.538 eV
Energy above the lowest of the compared OMol25 structures with the same formula, charge and spin = 5.593 eV

Atoms and positions in Å:
H: 2.898 -5.435 3.114
H: 3.609 -3.894 -5.544
C: 0.672 -4.733 -1.335
H: -0.185 -4.458 -5.746
C: 0.757 -5.446 3.369
H: 1.855 -0.858 -4.649
Mn: -0.673 -0.430 -0.123
C: 2.022 -1.082 4.144
H: -1.535 -0.092 -5.409
H: 2.703 0.344 1.200
C: 1.697 -5.250 -3.900
C: 1.358 -2.316 3.656
C: 1.236 0.163 -2.304
H: 0.335 -4.060 -7.391
H: -1.422 2.393 -5.203
F: 0.772 -7.047 -0.881
C: 1.360 -3.951 -3.533
C: 1.604 -3.228 -5.836
C: -1.800 1.516 -1.960
H: 2.883 -4.491 -7.043
H: 1.563 -6.123 -5.851
C: -3.422 1.914 1.999
H: -3.200 -1.576 3.667
O: -0.200 -2.084 -0.840
H: 0.688 -6.362 3.951
H: 0.616 -5.692 2.320
C: 2.540 -0.218 3.274
Cl: -5.317 -0.138 4.869
S: 3.931 -2.877 2.684
C: -4.201 0.318 3.634
C: -1.607 0.389 -4.445
O: -2.451 3.177 -0.383
H: 3.004 0.707 3.575
H: 3.162 -6.209 -5.119
N: -1.754 1.083 0.360
C: -4.253 1.578 3.055
H: 2.352 -4.716 4.637
H: -1.711 3.412 -2.927
N: -1.354 -1.053 1.689
Cl: -5.383 2.749 3.628
C: 3.321 -1.780 1.341
H: 0.316 -4.531 -0.340
O: -1.425 -2.781 3.239
C: -1.733 -0.363 -3.289
C: 0.240 -3.680 -6.376
N: -1.796 0.165 -2.075
C: 2.130 -4.807 3.572
N: 2.070 -2.340 0.811
C: 2.210 -3.416 2.966
H: -1.780 -1.445 -3.343
C: -2.019 2.047 -0.589
O: 0.831 0.494 -1.138
H: 3.938 -1.326 -0.525
C: -2.407 -0.282 2.159
C: -0.859 -2.073 2.413
C: 0.541 -2.318 -1.874
H: 5.057 -0.989 0.666
C: 2.508 -0.527 1.830
C: 0.868 -3.670 -2.235
C: 2.288 -5.563 -5.251
N: 1.291 -1.221 1.342
N: 1.493 -2.907 -4.433
C: 1.069 -1.291 -2.725
H: 1.906 -2.316 -6.361
O: 1.804 0.924 -3.081
C: -2.524 0.975 1.497
H: -3.479 2.893 1.551
N: 1.457 -3.280 1.695
C: -3.259 -0.604 3.206
H: -0.046 -4.777 3.667
H: 2.053 -0.912 5.209
C: 2.693 -4.291 -5.987
C: 1.487 -6.296 -2.992
N: 4.330 -1.625 0.359
C: 1.494 -1.623 -3.978
H: -0.448 -2.838 -6.383
C: -1.701 2.344 -3.079
H: 1.734 -7.310 -3.266
C: 0.977 -6.014 -1.741
H: 0.681 -2.728 4.406
C: -1.561 1.778 -4.328
C: 0.664 -2.157 2.285

Mulliken population analysis, charges in e, atoms 1 to 8: 0.40, 0.35, -0.40, 0.37, -1.00, 0.64, 0.94, -1.04

---

No. 6
Entry from the Open Molecules 2025 dataset: a molecular structure, C36H28Cl2N12O2STa at a distorted geometry (wB97M-V/def2-TZVPD).

E_LUMO (alpha / beta) = -0.373 / -0.373 Eh
Net charge = +3
Energy = -97170.600 eV
Energy above the lowest of the compared OMol25 structures with the same formula, charge and spin = 1.997 eV

Atoms and positions in Å:
C: -2.234 -2.165 3.374
H: 1.127 2.797 2.048
H: 1.591 3.914 3.438
N: -0.707 1.897 -1.779
C: 0.975 -1.830 -2.900
C: 1.743 2.870 1.194
C: -0.253 2.705 -3.975
C: -2.910 -3.255 2.669
H: 2.531 -3.776 -5.169
C: 0.360 -2.821 -2.214
C: -1.575 2.001 2.356
H: 2.317 -6.241 -0.952
C: 0.420 -4.194 -2.583
H: 2.479 -1.507 -4.520
Cl: -0.259 2.950 4.470
H: -5.430 1.300 -1.149
H: -0.970 -0.359 3.147
H: -2.343 -1.982 4.450
H: -3.313 0.140 -1.437
C: -2.755 3.720 3.564
H: 2.428 5.264 4.123
C: 2.355 1.901 -0.873
C: -2.686 1.734 1.519
H: 0.191 2.490 -4.972
C: -1.890 -2.409 0.612
C: 2.262 -4.949 0.737
H: -3.453 -4.052 3.197
H: -1.690 5.067 -1.993
N: 2.428 4.523 3.405
C: -4.688 1.469 -0.370
N: -1.290 -1.388 1.258
C: 1.347 -4.565 -3.576
H: -3.461 -3.824 0.638
H: 4.261 -4.477 -0.548
C: 2.005 -2.724 0.958
H: 3.464 -6.722 0.413
N: -0.443 -0.769 -1.339
C: 0.426 -0.552 -2.497
C: -0.573 -2.203 -1.245
C: 1.813 -2.201 -3.970
H: 4.150 2.632 -1.913
S: 1.998 -1.076 0.681
N: -1.434 -2.940 -0.615
H: 0.828 -2.991 2.674
C: -0.810 3.933 -3.623
H: 4.276 4.570 -0.066
N: 2.699 -3.764 0.229
C: -3.477 0.779 -0.556
H: 4.284 -2.767 -0.607
C: -1.448 -1.243 2.639
H: -2.775 4.424 4.340
C: 3.062 4.744 2.142
Cl: -5.293 4.387 2.928
N: 1.513 2.019 0.135
O: -0.379 1.351 2.061
O: 3.880 5.688 2.032
H: 2.215 1.002 -1.433
C: 2.464 -6.289 0.153
N: 1.461 -4.742 1.722
C: 1.953 -3.524 -4.292
C: -1.207 4.201 -2.308
N: 0.475 0.518 -3.250
Ta: -0.281 0.566 0.156
C: -3.834 2.542 1.597
N: -2.480 0.892 0.359
N: 1.318 -3.362 1.870
C: -0.132 1.707 -2.982
C: -1.261 3.090 -1.508
H: -5.883 2.964 0.752
H: -0.142 -4.967 -2.065
C: -2.901 -3.160 1.276
C: -4.945 2.367 0.676
C: 2.716 3.827 1.051
C: 3.388 2.810 -1.065
C: -3.831 3.506 2.667
C: -1.670 2.907 3.461
H: 1.636 -5.617 -3.723
H: -1.666 3.260 -0.513
H: 1.669 -6.930 0.557
H: -0.896 4.749 -4.300
C: 3.482 3.835 -0.136
N: 3.673 -3.675 -0.712

Mulliken population analysis, charges in e, atoms 1 to 8: -0.69, -0.77, 0.20, 0.32, 0.22, 0.22, -0.88, -0.58